# 1
Here is a 2-piece molecular cluster, C3H5ClFN3 overall in a non-equilibrium geometry from the Open Molecules 2025 dataset. Energies are from the ωB97M-V functional and the def2-TZVPD basis.

CARTESIAN COORDINATES (ANGSTROEM)
Cl  -2.93215  -0.48084  0.06215
F  -1.35051  1.55192  0.03109
N  3.30816  -0.71894  0.06392
N  0.99592  -0.41978  -0.27517
N  3.09085  0.68258  0.15850
C  -1.33193  0.22942  0.01867
C  -0.36676  -0.72490  -0.04879
C  1.76847  0.69456  -0.15243
H  3.41313  -1.51611  1.26570
H  4.27273  -0.83384  -0.37615
H  1.58798  -1.09485  -0.40640
H  1.18673  1.54208  -0.08274
H  -0.64272  -1.89168  -0.27215

Computed properties:
**Net charge**: 0
**Frontier orbital gap**: 8.56 eV
**Spin multiplicity**: 1
**Relative energy (zero: lowest compared OMol25 entry of this formula, charge and spin)**: 78.4 kcal/mol
**HOMO energy**: -8.2961 eV

=====

# 2
Here is a 2-piece molecular cluster, C3H5ClFNO overall in a non-equilibrium geometry from the Open Molecules 2025 dataset. Energies are from the ωB97M-V functional and the def2-TZVPD basis.

CARTESIAN COORDINATES (ANGSTROEM)
Cl  -2.11339  -1.07091  0.44916
F  -2.41754  1.32144  -0.34237
O  1.51125  -1.48103  -0.89244
N  0.92900  0.03806  0.67837
C  -1.61471  0.29354  -0.53043
C  1.42763  -1.19712  0.25590
C  0.30575  0.96091  -0.07740
H  0.56389  1.01126  -1.05317
H  -1.52667  0.01025  -1.66957
H  0.05574  1.87735  0.33298
H  1.19028  0.15998  1.68509
H  1.68877  -1.92373  1.16388

Computed properties:
**Net charge**: 0
**Frontier orbital gap**: 9.45 eV
**Spin multiplicity**: 1
**Relative energy (zero: lowest compared OMol25 entry of this formula, charge and spin)**: 11.4 kcal/mol
**HOMO energy**: -8.7120 eV

=====

# 3
Here is one molecule with the formula C3H5ClFNO2 in a non-equilibrium geometry from the Open Molecules 2025 dataset. Energies are from the ωB97M-V functional and the def2-TZVPD basis.

CARTESIAN COORDINATES (ANGSTROEM)
Cl  1.37400  -1.14965  -0.69814
F  1.91041  1.02165  0.63680
O  -2.62300  0.06885  -0.53894
O  -1.53152  -1.25092  0.92700
N  -0.26886  1.68191  -0.67783
C  0.99730  -0.02108  0.66237
C  -0.23109  0.75995  0.34646
C  -1.45086  -0.27546  0.29303
H  0.50985  2.35047  -0.39493
H  -2.47096  1.05264  -0.78158
H  1.08038  -0.62326  1.56086
H  -0.33004  1.33406  1.23307
H  -0.11485  1.13798  -1.65104

Computed properties:
**Net charge**: 0
**Frontier orbital gap**: 11.12 eV
**Spin multiplicity**: 1
**Relative energy (zero: lowest compared OMol25 entry of this formula, charge and spin)**: 27.5 kcal/mol
**HOMO energy**: -10.5869 eV
**SMILES string**: N[C@@H](C(=O)O)[C@H](F)Cl

=====

# 4
Here is one molecule with the formula C3H5ClN2 in a non-equilibrium geometry from the Open Molecules 2025 dataset. Energies are from the ωB97M-V functional and the def2-TZVPD basis.

CARTESIAN COORDINATES (ANGSTROEM)
Cl  2.27370  -0.61481  -0.08813
N  -1.53209  0.39047  -0.13149
N  -0.44452  -1.67875  0.07650
C  0.85183  1.75372  0.03712
C  -0.48287  -0.31899  -0.02896
C  0.84875  0.42051  0.00967
H  -0.10038  2.20229  -0.21849
H  1.67358  2.45609  0.35525
H  -2.33708  -0.16513  -0.14547
H  -1.22333  -2.25568  0.02602
H  0.47242  -2.18972  0.10797

Computed properties:
**Net charge**: 0
**Frontier orbital gap**: 9.79 eV
**Spin multiplicity**: 1
**Relative energy (zero: lowest compared OMol25 entry of this formula, charge and spin)**: 7.6 kcal/mol
**HOMO energy**: -9.1155 eV
**SMILES string**: [H]/N=C(\N)C(=C)Cl

=====

# 5
Here is one molecule with the formula C3H5ClN2O in a non-equilibrium geometry from the Open Molecules 2025 dataset. Energies are from the ωB97M-V functional and the def2-TZVPD basis.

CARTESIAN COORDINATES (ANGSTROEM)
Cl  0.24664  -2.35635  -0.55769
O  -2.31718  -1.05561  0.61099
N  1.36291  1.41389  -0.68112
N  -1.54169  -0.28126  1.38027
C  1.11645  0.07941  -0.97917
C  -0.35012  -0.11663  0.96495
C  0.35745  -0.66108  -0.18037
H  -3.06560  -1.27658  1.21079
H  1.48349  -0.31526  -1.87664
H  0.62198  1.85390  -0.16207
H  0.14816  0.67362  1.52691
H  1.93750  2.04193  -1.25685

Computed properties:
**Net charge**: 0
**Frontier orbital gap**: 8.98 eV
**Spin multiplicity**: 1
**Relative energy (zero: lowest compared OMol25 entry of this formula, charge and spin)**: 67.6 kcal/mol
**HOMO energy**: -8.1609 eV
**SMILES string**: N/C=C(Cl)\C=N/O

=====

# 6
Here is a 2-piece molecular cluster, C3H5ClNOS overall in a non-equilibrium geometry from the Open Molecules 2025 dataset. Energies are from the ωB97M-V functional and the def2-TZVPD basis.

CARTESIAN COORDINATES (ANGSTROEM)
Cl  0.54574  0.03311  5.88352
S  0.77286  1.45711  4.61127
O  -0.08182  0.03330  2.83308
N  -0.16788  -0.18073  -0.50752
C  0.59282  0.66844  0.46699
C  -0.93609  -0.70909  0.62579
C  -0.21135  -0.01277  1.59624
H  0.39139  1.73190  0.34503
H  1.66568  0.48368  0.46800
H  -0.71935  0.32580  -1.20900
H  -1.58138  -1.55984  0.61238
H  0.41551  -0.86515  -1.00400

Computed properties:
**Net charge**: +1
**Frontier orbital gap (spin up / spin down)**: 8.67 / 5.24 eV
**Spin multiplicity**: 3
**Relative energy (zero: lowest compared OMol25 entry of this formula, charge and spin)**: 23.8 kcal/mol
**HOMO energy (spin up / spin down)**: -12.6837 / -12.3388 eV